# 1
Density functional theory data (the ωB97M-V functional and the def2-TZVPD basis) for a cluster of 2 separate species, C3H5NO2 in total.

## Properties
HOMO (alpha / beta) = -9.325 / -9.328 eV
ΔE to the lowest compared entry with this formula, charge and spin = 123.6 kcal/mol
Electronic energy = -8772.334 eV
Charge = 0
HOMO-LUMO gap (alpha / beta) = 8.34 / 8.34 eV

Geometry as XYZ:
```
11
Properties=species:S:1:pos:R:3:forces:R:3
O 2.3755 0.1713 1.1244 -0.40 -0.10 -0.44
O 0.4922 0.3430 -0.1216 0.06 -0.27 -0.01
N -1.6560 0.8290 0.8137 0.89 0.05 -0.05
C -1.1669 -0.6331 -0.9280 0.10 0.04 0.04
C 1.6844 -0.1822 0.2021 -0.04 -0.03 0.01
C -0.5167 1.1272 1.0103 -0.85 0.04 0.14
H -0.3877 -1.0396 -1.5623 -0.09 0.12 0.15
H -1.8490 0.0580 -1.4092 0.20 -0.08 0.19
H 0.1741 1.7026 1.6120 -0.08 -0.12 -0.13
H -1.6034 -1.3126 -0.2052 0.14 0.22 -0.08
H 1.9519 -1.0032 -0.4935 0.06 0.13 0.18
```
Positions in Å, forces in eV/Å.


# 2
Density functional theory data (the ωB97M-V functional and the def2-TZVPD basis) for a cluster of 2 separate species, C4H9N2O2 in total.

## Properties
HOMO = -4.008 eV
ΔE to the lowest compared entry with this formula, charge and spin = 25.5 kcal/mol
Electronic energy = -11370.060 eV
Charge = -1
HOMO-LUMO gap = 8.14 eV

Geometry as XYZ:
```
17
Properties=species:S:1:pos:R:3:forces:R:3
O 0.5389 -0.7875 -1.3879 0.23 -0.04 -0.18
O -0.6877 1.0948 -1.1908 -0.20 0.24 0.10
N -0.0072 0.3994 -3.2444 0.65 -0.04 0.42
N 0.3709 0.0394 2.6138 0.52 0.13 -0.13
C 0.2590 -0.9404 1.6003 -0.67 -0.10 0.28
C -0.8415 -1.6600 1.3638 0.39 0.83 0.19
C -0.0623 0.2218 -1.8250 -0.02 -0.11 0.12
C 0.5034 1.3837 2.0310 0.19 0.39 0.69
H 0.5815 2.0683 2.8858 -0.14 0.12 -0.19
H -0.4250 0.0754 3.2327 -0.27 -0.37 -0.10
H -0.7930 0.8825 -3.6290 -0.19 -0.03 -0.28
H 0.3662 -0.4182 -3.6967 -0.38 0.03 -0.29
H 1.4240 1.5189 1.4649 0.00 -0.37 -0.13
H -1.6941 -1.4602 2.0068 -0.18 -0.18 -0.15
H 1.1522 -1.0043 0.9995 -0.15 0.05 -0.44
H -0.3314 1.6592 1.3823 0.04 -0.07 -0.09
H -0.9748 -2.1394 0.4073 0.18 -0.46 0.17
```
Positions in Å, forces in eV/Å.


# 3
Density functional theory data (the ωB97M-V functional and the def2-TZVPD basis) for the ion C3H9N2O with charge +1 at a distorted geometry.

## Properties
HOMO = -14.380 eV
ΔE to the lowest compared entry with this formula, charge and spin = 8.7 kcal/mol
Electronic energy = -8278.696 eV
Charge = +1
HOMO-LUMO gap = 10.87 eV

Geometry as XYZ:
```
15
Properties=species:S:1:pos:R:3:forces:R:3
O -1.0504 -0.9960 -1.1485 -0.31 -0.12 0.89
N 0.6122 -0.1034 -2.3586 -0.57 -0.70 1.07
N -1.2723 0.1772 1.3890 -0.02 0.30 -0.73
C 0.8965 -0.2446 0.0928 -1.43 0.04 0.20
C 0.0525 -0.4826 -1.1704 0.88 0.72 -1.04
C 0.1598 0.6013 1.2007 0.87 -1.47 -1.47
H 1.4709 0.4021 -2.3973 0.41 -0.07 -0.21
H -1.7688 0.2760 0.4943 -0.02 0.18 -0.08
H 0.1409 1.6495 0.9342 0.02 0.19 0.24
H 1.0767 -1.2431 0.5092 0.11 0.15 -0.14
H 0.2460 -0.5920 -3.1627 0.04 0.46 -0.22
H 1.8501 0.2081 -0.1564 0.07 0.14 0.22
H -1.4493 -0.8054 1.5900 0.44 -0.20 0.43
H 0.7164 0.3704 2.0902 -0.11 0.50 0.68
H -1.6812 0.7826 2.0936 -0.39 -0.12 0.18
```
Positions in Å, forces in eV/Å.


# 4
Density functional theory data (the ωB97M-V functional and the def2-TZVPD basis) for a cluster of 3 separate species, C16H39NO7PS2 in total at a distorted geometry.

## Properties
HOMO = -11.674 eV
ΔE to the lowest compared entry with this formula, charge and spin = 11.5 kcal/mol
Electronic energy = -63998.947 eV
Charge = +1
HOMO-LUMO gap = 9.15 eV

Geometry as XYZ:
```
66
Properties=species:S:1:pos:R:3:forces:R:3
S -1.0909 -5.2998 -6.6956 -0.15 -0.61 0.21
S 2.1436 -1.5796 -0.8251 0.29 -0.90 -0.07
P -0.2386 2.4669 1.3684 1.12 0.09 -0.37
O -2.5007 -5.8628 -6.2180 0.20 -0.06 0.11
O 1.6255 -2.9574 -1.4014 0.07 0.11 0.28
O 1.0898 -0.9740 -0.0542 -0.15 0.45 0.04
O 3.1958 2.2321 8.6720 0.87 -3.21 2.31
O -1.0762 -5.2179 -8.1187 0.09 0.27 -0.14
O 2.7899 -0.8405 -1.8592 -0.10 0.43 0.02
O -0.7554 -4.1596 -5.8940 -0.04 0.16 -0.11
N 3.4767 3.1840 6.6362 0.02 -0.31 -0.04
C -3.1017 3.8636 1.2802 -0.70 0.08 -0.25
C -3.6120 -4.9475 -6.1636 -0.56 0.39 -0.13
C -2.0575 4.4072 0.3265 0.26 -0.29 0.10
C -0.8661 3.4655 -0.0044 -0.79 0.16 0.11
C -0.1201 -6.6787 -6.1906 0.01 -0.05 0.08
C 3.0323 3.1723 8.0074 -0.44 2.58 -1.65
C 0.3885 -2.9711 -2.1532 -0.57 0.02 -0.58
C 1.2628 2.5352 3.6214 0.43 -0.22 -0.36
C 1.1672 3.2159 2.2488 -0.83 0.02 0.58
C -4.1834 -4.6548 -7.5370 0.22 0.02 -0.16
C 2.5966 2.7738 4.3326 -0.14 -0.88 0.23
C 3.3617 -2.2386 0.2609 -0.03 -0.02 0.11
C 2.3457 4.3887 8.5444 -0.75 -0.17 -0.36
C 0.5606 -2.4436 -3.5618 0.21 0.34 0.13
C -3.8943 2.6972 0.6850 0.37 0.56 0.25
C 2.4118 2.5562 5.8341 0.04 1.03 -0.33
H -1.6852 5.3706 0.6515 0.16 0.15 0.26
H -1.1942 2.1625 2.3393 -0.07 0.03 -0.19
H 0.4315 2.8378 4.2488 -0.22 0.24 0.07
H 1.4813 3.0504 6.1056 -0.21 0.02 0.24
H 3.0380 5.0212 9.0831 0.23 0.21 -0.09
H -0.1658 -6.7651 -5.1084 -0.02 0.00 -0.01
H 4.2590 2.5325 6.6501 0.08 0.08 -0.15
H -4.5322 2.2444 1.4268 -0.02 -0.40 0.28
H 3.2724 1.9939 3.9914 0.39 0.12 -0.28
H -3.3148 -4.0299 -5.6525 0.17 -0.06 -0.02
H -4.5670 3.1064 -0.0550 -0.03 -0.10 -0.52
H -5.0980 -4.0682 -7.4474 -0.01 -0.04 0.07
H 1.5914 4.0448 9.2380 -0.06 -0.07 0.37
H 0.0763 -4.0129 -2.1847 0.22 -0.06 0.18
H 4.0517 -2.8456 -0.3189 -0.02 0.02 -0.03
H -2.5503 4.5929 -0.6196 -0.08 0.11 -0.29
H 2.8682 -2.8309 1.0269 -0.01 -0.01 -0.03
H 0.9016 -6.4914 -6.5139 -0.03 0.06 -0.04
H 2.0788 3.1151 1.6755 0.13 -0.13 -0.31
H -0.0691 4.0820 -0.3983 0.53 -0.08 0.05
H -2.7255 3.6349 2.2725 0.26 -0.03 0.16
H 0.9579 4.2740 2.3876 0.04 0.20 -0.14
H 1.8197 4.9280 7.7684 0.20 0.43 -0.24
H 1.1516 1.4609 3.4770 -0.07 -0.24 0.09
H 3.8878 -1.3988 0.7103 -0.02 0.03 -0.05
H -3.4776 -4.0924 -8.1473 -0.01 0.01 0.02
H 0.7911 -1.3776 -3.5580 0.00 -0.01 0.03
H -3.2266 1.9714 0.2310 -0.15 -0.38 -0.09
H -0.5075 -7.5732 -6.6710 -0.01 0.03 -0.02
H -4.3649 -5.4342 -5.5463 0.18 -0.19 0.05
H 0.2399 1.2288 0.8980 -0.23 0.07 -0.01
H -3.8218 4.6593 1.4292 -0.07 0.30 0.26
H -0.3811 -2.4188 -1.6113 0.15 0.04 0.14
H -0.3512 -2.5924 -4.1353 0.01 -0.12 0.02
H 1.3808 -2.9521 -4.0666 -0.08 -0.08 -0.04
H 3.0526 3.7301 4.1073 -0.13 0.33 0.11
H 2.3050 1.4945 6.0501 -0.07 -0.17 0.11
H -4.4053 -5.5817 -8.0655 -0.07 -0.01 0.05
H -1.1500 2.7963 -0.8095 0.01 -0.34 0.00
```
Positions in Å, forces in eV/Å.


# 5
Density functional theory data (the ωB97M-V functional and the def2-TZVPD basis) for a cluster of 4 separate species, C12H36BrN3O3 in total at a distorted geometry.

## Properties
HOMO = -9.766 eV
ΔE to the lowest compared entry with this formula, charge and spin = 88.2 kcal/mol
Electronic energy = -93665.567 eV
Charge = +2
HOMO-LUMO gap = 5.58 eV

Geometry as XYZ:
```
55
Properties=species:S:1:pos:R:3:forces:R:3
Br 1.1407 6.0081 20.1239 -0.11 -0.23 -0.03
O 4.8523 -1.6798 19.1547 -1.21 0.21 -0.18
O -5.3107 2.0639 16.2613 1.03 -1.32 -0.60
O 0.3976 11.7571 24.4205 0.52 -2.12 -1.76
N 4.8382 1.0100 20.4115 -0.01 -1.61 0.68
N -3.2353 2.1808 18.0856 1.04 -0.99 -2.19
N -0.2985 11.9600 21.7967 -0.71 1.10 0.03
C -4.2013 1.2386 15.8799 0.72 0.63 1.36
C -2.9608 1.8569 16.5783 1.28 0.11 -0.88
C 3.9949 -1.4526 20.2679 0.89 0.87 0.81
C -0.2588 12.8871 24.1541 -2.12 1.82 0.43
C -5.8127 2.7920 15.1585 -1.41 0.84 -0.07
C 1.1229 11.5695 25.5750 -0.32 0.14 1.58
C -0.1012 13.2460 22.6873 1.57 -0.69 -0.15
C -0.9179 14.4118 22.1651 -0.49 -0.08 0.35
C 3.6489 0.0826 22.4652 1.24 -0.49 -1.31
C 4.4781 -2.8614 18.4233 0.64 -0.90 -0.66
C 4.5827 -0.3010 21.2013 -1.59 -0.43 0.68
C -1.6224 1.0770 16.3716 -0.24 -0.15 0.85
H -0.7304 1.6364 16.6534 -0.21 0.51 -0.13
H 3.5928 -2.9507 17.7938 -1.06 1.29 0.71
H 0.1641 11.0807 21.9782 0.75 -0.14 1.12
H 1.7072 12.4704 25.7623 1.00 -0.47 -0.09
H -6.5975 3.4067 15.5995 0.16 0.29 -0.19
H 5.3143 1.6488 21.0323 0.22 0.48 0.08
H 0.4974 11.5026 26.4652 -0.53 -0.05 0.07
H -1.4659 0.7299 15.3503 -0.39 0.32 -0.10
H 4.0987 0.8494 23.0959 0.16 0.42 -0.47
H 5.5379 -0.6676 21.5773 0.18 0.41 -0.27
H -0.0180 12.1864 20.8532 -0.11 0.28 -0.52
H 0.9750 13.4029 22.6142 0.03 0.19 -0.43
H -3.1973 1.3303 18.6291 -0.55 -0.20 0.45
H -6.3257 2.2083 14.3942 0.20 -0.62 0.16
H -4.2363 0.1970 16.1992 -0.81 -0.08 0.42
H -1.9362 14.2693 22.5270 -0.22 0.20 -0.29
H -4.0739 1.1535 14.8007 0.21 0.51 -0.03
H 1.5532 10.5726 25.4790 0.84 0.56 0.04
H -0.5792 15.3701 22.5589 0.24 -0.25 0.43
H -5.0937 3.4187 14.6310 0.37 0.05 0.34
H -1.2861 12.8010 24.5081 -0.77 -0.20 -0.56
H -0.9160 14.6069 21.0927 0.07 -0.61 -0.11
H 0.0086 13.7682 24.7374 0.91 0.25 0.00
H 5.1678 -3.0350 17.5972 0.91 0.18 0.67
H -1.5238 0.1804 16.9835 -0.52 -0.23 0.11
H 4.4421 -3.7329 19.0770 0.30 0.03 0.15
H -2.7745 2.8692 16.2196 -0.30 -0.02 -0.37
H 3.9834 1.4382 20.0857 -0.50 0.23 -0.03
H 3.9890 -2.3445 20.8945 -0.07 -0.09 0.23
H -1.2811 11.7267 21.7906 -0.59 -0.04 -0.20
H 3.6026 -0.7344 23.1853 -0.35 -0.39 -0.52
H 2.6715 0.4114 22.1121 -0.04 -0.15 0.23
H -4.1088 2.6879 18.0858 -0.66 0.03 0.44
H 5.4125 0.8065 19.6060 0.39 -0.07 -0.45
H -2.4568 2.7612 18.3631 0.16 0.50 0.46
H 2.9574 -1.2478 20.0040 -0.09 0.19 -0.33
```
Positions in Å, forces in eV/Å.


# 6
Density functional theory data (the ωB97M-V functional and the def2-TZVPD basis) for a structure of composition C25H21GeMo.

## Properties
HOMO (alpha / beta) = -18.063 / -18.063 eV
ΔE to the lowest compared entry with this formula, charge and spin = 15.1 kcal/mol
Electronic energy = -84605.983 eV
Charge = +3
HOMO-LUMO gap (alpha / beta) = 6.24 / 6.24 eV

Geometry as XYZ:
```
48
Properties=species:S:1:pos:R:3:forces:R:3
Mo 0.9688 1.3176 0.1122 -0.08 -0.55 -0.22
Ge 0.9152 1.9637 2.7311 0.02 0.24 -0.16
C -4.1250 3.7240 2.0360 0.01 -0.01 0.00
C -2.7964 1.7564 1.6643 0.02 0.01 0.02
C -0.0309 2.1962 -1.9054 -0.07 0.05 0.06
C 3.6941 2.8800 2.3015 0.05 -0.03 -0.03
C 0.3536 2.1885 4.4797 0.12 -0.02 -0.11
C 1.1096 2.1925 6.7598 0.04 -0.01 -0.04
C -0.9386 1.2803 -1.3292 0.08 0.08 0.00
C 5.1704 1.7710 0.7194 -0.03 0.06 0.07
C -4.0159 2.3350 1.9500 -0.02 0.00 0.01
C -1.7880 3.9798 1.5425 -0.03 0.01 -0.01
C -1.6728 2.5795 1.4519 0.01 -0.16 0.05
C -1.2391 2.5284 6.2246 -0.09 0.01 -0.09
C 4.2111 0.8041 0.4597 0.04 -0.02 0.07
C 1.4057 2.0766 5.4164 -0.12 0.03 0.12
C 2.7251 1.9070 2.0720 0.00 0.10 -0.02
C 0.6956 -0.5057 -1.4548 -0.07 0.00 0.02
C -0.2058 2.4169 7.1564 0.01 0.00 0.04
C 2.9757 0.8912 1.1109 0.13 -0.12 0.04
C -0.5848 -0.0685 -1.1011 -0.04 0.04 -0.03
C 4.9109 2.7981 1.6287 -0.01 -0.04 -0.02
C -0.9768 2.4156 4.8760 0.09 -0.01 0.12
C 1.2493 1.7522 -2.2544 0.07 -0.05 0.01
C 1.6085 0.4089 -2.0124 0.12 0.28 -0.11
C -3.0165 4.5418 1.8353 0.02 0.02 -0.01
C -0.3979 2.0068 1.1382 -0.12 0.08 0.19
H 2.4279 1.8926 5.1069 0.00 0.00 -0.03
H -1.2981 -0.7559 -0.6668 -0.01 0.00 -0.01
H -0.3263 3.2211 -2.0855 -0.01 0.00 -0.01
H 2.3238 -0.0326 1.0759 -0.11 0.10 0.08
H 6.1316 1.7231 0.2246 0.00 0.00 -0.01
H -2.2516 2.7073 6.5601 0.01 0.00 0.02
H 3.5269 3.6816 3.0102 -0.01 0.00 0.00
H 4.4255 -0.0198 -0.2085 0.01 0.00 -0.01
H 1.9613 2.4395 -2.6936 0.01 -0.01 -0.01
H 0.9856 -1.5349 -1.2813 0.00 -0.01 0.00
H -5.0843 4.1723 2.2602 0.00 -0.01 0.00
H -0.9241 4.6113 1.3706 0.00 0.00 0.00
H 1.8971 2.1067 7.4958 -0.01 0.00 0.01
H -1.9263 1.6217 -1.0510 -0.01 0.00 0.02
H 2.6100 0.0823 -2.2632 0.00 -0.03 0.01
H -0.4346 2.5087 8.2105 0.01 0.00 0.00
H -1.7746 2.5114 4.1538 -0.02 -0.01 -0.04
H 5.6729 3.5413 1.8276 0.01 -0.01 -0.02
H -3.1166 5.6168 1.9010 0.00 0.00 0.00
H -2.6978 0.6786 1.6120 -0.01 -0.01 0.01
H -4.8862 1.7121 2.1081 0.00 0.01 0.00
```
Positions in Å, forces in eV/Å.